one) Here is C27H35KN6O8 as an isolated structure from OMol25. Energies are from ωB97M-V/def2-TZVPD.

Computed properties:
Gap between HOMO and LUMO: 6.66 eV
Total charge: -2
Highest occupied orbital energy: -0.0973 hartree
Lowest unoccupied orbital energy: 0.147 Ha

Cartesian coordinates (Å):
K: -0.960 0.712 0.222
O: -1.352 4.738 0.321
C: -1.411 3.668 -0.306
O: -2.309 2.780 -0.241
C: -0.280 3.466 -1.366
C: -0.582 2.433 -2.466
C: 0.171 2.803 -3.751
C: 1.626 2.449 -3.349
C: 1.418 1.888 -1.930
O: 0.134 1.255 -2.053
C: 1.173 3.046 -0.934
C: 1.596 2.622 0.511
O: 2.801 2.833 0.756
O: 0.768 2.054 1.272
H: -0.197 4.456 -1.820
H: -1.639 2.201 -2.575
H: -0.169 2.184 -4.582
H: 0.039 3.852 -4.021
H: 2.044 1.684 -4.004
H: 2.296 3.309 -3.349
H: 2.154 1.156 -1.614
H: 1.862 3.856 -1.169
O: 1.565 -4.033 -2.672
C: 1.402 -3.139 -1.832
N: 0.274 -2.695 -1.270
C: -0.851 -3.426 -1.402
O: -0.980 -4.649 -1.419
C: -2.136 -2.614 -1.584
C: -3.252 -3.277 -2.098
C: -4.423 -2.571 -2.294
C: -4.462 -1.228 -1.948
C: -3.312 -0.656 -1.428
N: -2.171 -1.324 -1.269
C: 2.669 -2.392 -1.403
C: 3.873 -2.777 -1.997
C: 5.032 -2.097 -1.677
C: 4.960 -1.043 -0.778
C: 3.725 -0.738 -0.228
N: 2.604 -1.400 -0.518
H: -3.161 -4.331 -2.321
H: -5.301 -3.062 -2.702
H: -5.359 -0.634 -2.065
H: -3.315 0.383 -1.104
H: 3.845 -3.595 -2.702
H: 5.978 -2.376 -2.130
H: 5.830 -0.459 -0.506
H: 3.631 0.091 0.467
C: 1.552 -2.936 4.948
C: 1.686 -1.890 3.845
C: 1.793 -0.491 4.468
C: 2.928 -2.177 3.013
N: 0.498 -2.057 2.994
N: 0.264 -1.081 1.992
H: 2.423 -2.915 5.605
H: 1.462 -3.931 4.509
H: 0.665 -2.750 5.563
H: 2.667 -0.433 5.122
H: 0.907 -0.264 5.068
H: 1.904 0.288 3.710
H: 3.828 -2.123 3.632
H: 3.020 -1.447 2.213
H: 2.859 -3.167 2.559
H: -0.325 -2.064 3.584
H: 0.729 -1.337 1.119
H: 0.602 -0.159 2.266
C: -3.156 -2.493 3.736
N: -2.596 -1.164 3.855
C: -2.037 -0.753 5.117
C: -2.574 -0.346 2.767
O: -3.103 -0.602 1.708
H: -3.670 -2.758 4.662
H: -2.379 -3.237 3.532
H: -3.859 -2.504 2.906
H: -2.811 -0.705 5.892
H: -1.590 0.234 5.011
H: -1.259 -1.443 5.460
H: -2.053 0.606 2.963

=====

two) Here is C27H35KN6O8 as an isolated structure from OMol25. Energies are from ωB97M-V/def2-TZVPD.

Computed properties:
Gap between HOMO and LUMO: 7.28 eV
Total charge: -2
Highest occupied orbital energy: -0.1125 hartree
Lowest unoccupied orbital energy: 0.155 Ha

Cartesian coordinates (Å):
K: 0.593 -0.123 0.173
O: -1.751 2.892 2.633
C: -0.909 2.094 2.191
O: -0.777 1.724 0.987
C: 0.158 1.575 3.197
C: 1.586 1.947 2.741
C: 2.557 1.917 3.931
C: 2.705 0.388 4.159
C: 1.812 -0.174 3.042
O: 2.042 0.808 1.997
C: 0.326 0.023 3.422
C: -0.726 -0.935 2.746
O: -1.858 -0.922 3.247
O: -0.312 -1.671 1.803
H: -0.065 2.070 4.141
H: 1.631 2.836 2.114
H: 2.167 2.451 4.799
H: 3.511 2.365 3.650
H: 2.365 0.068 5.145
H: 3.738 0.062 4.029
H: 2.054 -1.171 2.680
H: 0.202 -0.174 4.488
O: 3.211 -2.314 -3.677
C: 2.882 -1.713 -2.661
N: 2.543 -2.189 -1.433
C: 3.214 -3.246 -0.936
O: 4.297 -3.732 -1.270
C: 2.583 -3.760 0.352
C: 3.400 -3.961 1.463
C: 2.821 -4.357 2.655
C: 1.450 -4.564 2.697
C: 0.727 -4.368 1.532
N: 1.269 -3.977 0.382
C: 2.702 -0.194 -2.766
C: 2.530 0.404 -4.009
C: 2.312 1.771 -4.072
C: 2.291 2.506 -2.897
C: 2.514 1.827 -1.711
N: 2.715 0.512 -1.632
H: 4.463 -3.791 1.358
H: 3.427 -4.491 3.545
H: 0.942 -4.847 3.610
H: -0.349 -4.506 1.534
H: 2.547 -0.224 -4.889
H: 2.133 2.256 -5.025
H: 2.062 3.562 -2.890
H: 2.500 2.350 -0.757
C: -3.675 4.199 0.046
C: -3.252 3.284 -1.100
C: -3.631 1.838 -0.760
C: -3.941 3.708 -2.394
N: -1.793 3.490 -1.237
N: -1.148 2.670 -2.221
H: -4.748 4.097 0.240
H: -3.459 5.241 -0.208
H: -3.133 3.924 0.955
H: -4.718 1.749 -0.667
H: -3.167 1.537 0.182
H: -3.315 1.145 -1.544
H: -5.027 3.691 -2.262
H: -3.699 3.029 -3.216
H: -3.639 4.722 -2.674
H: -1.375 3.186 -0.356
H: -1.454 2.971 -3.138
H: -1.434 1.695 -2.134
C: -2.724 -3.249 -3.090
N: -2.130 -2.604 -1.947
C: -1.853 -3.404 -0.763
C: -1.746 -1.316 -2.008
O: -1.911 -0.550 -2.946
H: -2.062 -4.029 -3.477
H: -2.891 -2.502 -3.863
H: -3.676 -3.711 -2.814
H: -2.780 -3.876 -0.423
H: -1.468 -2.772 0.042
H: -1.101 -4.168 -0.974
H: -1.285 -0.998 -1.068

=====

Energy ordering: two) at the bottom, the next structure 0.0151 hartree above.